# 1
51
Properties=species:S:1:pos:R:3:mulliken_charge:R:1 method="wB97M-V/def2-TZVPD" mol_weight_g_mol=392.5 e_homo_ev=-7.84 charge=0 gap_ev=8.465 e_above_lowest_kcal_mol=75.80 lumo_energy_ev=0.6 smiles="COCCn1c(SCC(=O)Nc2ccc3c(c2)OCCO3)nnc1C(C)C" total_energy_ha=-1618.469517
C -3.91 0.40 -1.39 -0.615
O -3.02 1.20 -2.14 -0.456
C -1.78 1.42 -1.54 -0.036
C -1.82 2.56 -0.50 -0.901
N -0.60 2.59 0.27 0.285
C 0.62 3.01 -0.17 0.518
S 0.89 3.68 -1.76 -0.166
C 2.51 2.90 -2.11 -0.767
C 2.29 1.39 -2.16 0.477
O 1.94 0.84 -3.18 -0.635
N 2.48 0.80 -0.96 -0.169
C 2.12 -0.50 -0.57 0.289
C 2.13 -0.78 0.80 -0.457
C 1.74 -2.03 1.24 -1.104
C 1.36 -3.02 0.34 0.562
C 1.40 -2.74 -1.03 0.508
C 1.76 -1.48 -1.48 -0.674
O 1.08 -3.69 -1.96 -0.440
C 1.07 -5.00 -1.44 -0.456
C 0.31 -5.04 -0.11 -0.460
O 0.96 -4.23 0.84 -0.467
N 1.53 2.79 0.74 -0.732
N 0.93 2.23 1.79 -0.404
C -0.34 2.10 1.53 0.382
C -1.34 1.49 2.44 0.649
C -0.90 1.69 3.89 -1.681
C -1.49 0.00 2.12 -1.033
H -3.46 -0.57 -1.14 0.254
H -4.79 0.25 -2.01 0.267
H -4.22 0.89 -0.45 0.259
H -1.40 0.50 -1.07 0.248
H -1.10 1.69 -2.36 0.245
H -2.66 2.41 0.18 0.385
H -1.94 3.52 -1.01 0.224
H 3.21 3.22 -1.35 0.352
H 2.79 3.28 -3.09 0.450
H 2.72 1.41 -0.18 0.408
H 2.40 -0.01 1.50 0.417
H 1.73 -2.26 2.30 0.452
H 1.76 -1.29 -2.54 0.573
H 0.59 -5.63 -2.19 0.345
H 2.10 -5.35 -1.27 0.284
H 0.28 -6.05 0.30 0.342
H -0.71 -4.67 -0.28 0.278
H -2.31 1.98 2.29 0.314
H -1.62 1.23 4.57 0.444
H -0.82 2.75 4.12 0.394
H 0.08 1.24 4.04 0.316
H -1.85 -0.15 1.11 0.129
H -2.19 -0.46 2.81 0.503
H -0.52 -0.50 2.22 0.100


# 2
52
Properties=species:S:1:pos:R:3:mulliken_charge:R:1 method="wB97M-V/def2-TZVPD" mol_weight_g_mol=408.5 e_homo_ev=-9.59 charge=0 gap_ev=9.522 e_above_lowest_kcal_mol=51.54 lumo_energy_ev=-0.1 smiles="COCc1nnc(NC(=O)c2ccc(S(=O)(=O)N(C)C3CCCCC3)cc2)o1" total_energy_ha=-1693.685020
C -3.45 2.66 -1.96 -0.806
O -2.57 1.69 -1.45 -0.217
C -1.72 1.12 -2.42 -0.288
C -0.65 2.07 -2.84 0.647
N -0.76 3.12 -3.57 -0.374
N 0.45 3.71 -3.64 -0.679
C 1.25 2.97 -2.94 0.415
N 2.59 3.19 -2.79 -0.040
C 3.49 2.52 -1.98 -0.154
O 4.67 2.60 -2.20 -0.594
C 2.91 1.76 -0.84 0.655
C 2.04 2.39 0.05 -0.326
C 1.58 1.71 1.16 -0.252
C 1.98 0.40 1.37 0.048
S 1.52 -0.47 2.87 1.393
O 0.48 0.26 3.55 -0.664
O 2.74 -0.71 3.58 -0.777
N 0.97 -1.94 2.26 0.340
C 1.54 -3.11 2.91 -1.208
C -0.46 -2.01 1.97 0.128
C -0.88 -0.83 1.10 -0.316
C -2.37 -0.89 0.76 -0.929
C -2.70 -2.19 0.04 -0.564
C -2.30 -3.37 0.91 -0.941
C -0.81 -3.32 1.25 -0.816
C 2.85 -0.23 0.50 -0.503
C 3.32 0.45 -0.61 -1.133
O 0.63 1.90 -2.39 -0.134
H -4.15 2.22 -2.68 0.344
H -2.90 3.47 -2.46 0.323
H -4.00 3.05 -1.11 0.232
H -1.25 0.25 -1.95 0.039
H -2.29 0.81 -3.30 0.371
H 2.98 3.84 -3.46 0.303
H 1.74 3.42 -0.12 0.495
H 0.92 2.17 1.88 0.544
H 0.90 -3.49 3.70 0.356
H 2.49 -2.80 3.34 0.429
H 1.72 -3.89 2.17 0.347
H -1.02 -1.96 2.92 0.051
H -0.68 0.10 1.62 0.323
H -0.28 -0.85 0.18 0.220
H -2.64 -0.03 0.15 0.156
H -2.94 -0.84 1.69 0.462
H -3.77 -2.23 -0.18 0.386
H -2.17 -2.23 -0.91 0.269
H -2.51 -4.31 0.39 0.397
H -2.88 -3.36 1.83 0.365
H -0.22 -3.38 0.34 0.308
H -0.56 -4.17 1.88 0.472
H 3.15 -1.24 0.71 0.432
H 4.01 -0.01 -1.29 0.465


# 3
45
Properties=species:S:1:pos:R:3:mulliken_charge:R:1 method="wB97M-V/def2-TZVPD" mol_weight_g_mol=286.4 e_homo_ev=-11.31 charge=+1 gap_ev=8.967 e_above_lowest_kcal_mol=16.36 lumo_energy_ev=-2.3 smiles=C[NH+](C)CCOCCOc1ccccc1-c1ccccc1 total_energy_ha=-905.290406
C 1.83 -1.51 -0.46 -0.921
N 1.75 -1.22 -1.90 0.212
C 2.93 -1.72 -2.61 -0.843
C 1.47 0.21 -2.17 -0.902
C -0.02 0.47 -1.96 0.524
O -0.70 -0.66 -2.50 -0.518
C -2.00 -0.90 -1.98 -0.567
C -1.97 -1.67 -0.65 -0.766
O -1.40 -0.93 0.40 -0.442
C -2.10 0.14 0.94 0.476
C -3.47 0.34 0.78 -1.141
C -4.07 1.45 1.34 -0.728
C -3.32 2.38 2.04 -0.850
C -1.96 2.19 2.19 -0.267
C -1.34 1.07 1.65 0.346
C 0.11 0.88 1.84 0.785
C 0.60 -0.24 2.51 -0.246
C 1.96 -0.39 2.73 -0.659
C 2.85 0.57 2.26 -0.599
C 2.37 1.68 1.58 -0.685
C 1.01 1.84 1.38 -0.354
H 0.92 -1.20 0.05 0.190
H 1.97 -2.57 -0.30 0.432
H 2.67 -0.97 -0.02 0.392
H 0.88 -1.67 -2.27 0.362
H 3.81 -1.18 -2.27 0.381
H 2.82 -1.57 -3.69 0.363
H 3.06 -2.78 -2.42 0.359
H 2.07 0.85 -1.52 0.331
H 1.73 0.42 -3.21 0.470
H -0.24 0.58 -0.89 -0.396
H -0.33 1.38 -2.47 0.486
H -2.51 -1.50 -2.74 0.440
H -2.54 0.05 -1.86 0.407
H -2.98 -2.01 -0.41 0.495
H -1.33 -2.55 -0.76 0.409
H -4.07 -0.36 0.23 0.375
H -5.14 1.58 1.23 0.423
H -3.80 3.25 2.47 0.412
H -1.37 2.90 2.74 0.496
H -0.09 -0.98 2.88 0.440
H 2.33 -1.24 3.27 0.439
H 3.91 0.46 2.44 0.452
H 3.06 2.44 1.23 0.462
H 0.64 2.72 0.87 0.524


# 4
56
Properties=species:S:1:pos:R:3:mulliken_charge:R:1 method="wB97M-V/def2-TZVPD" mol_weight_g_mol=612.9 e_homo_ev="-8.29 / -8.29" charge=0 gap_ev="6.253 / 6.260" e_above_lowest_kcal_mol=127.33 lumo_energy_ev="-2.0 / -2.0" total_energy_ha=-1542.835166
H 2.21 -0.71 0.03 0.839
N 0.49 -1.79 -0.48 0.200
B -1.25 -3.51 -1.12 -0.201
N 0.14 -3.09 -0.58 -0.037
C 1.16 -3.84 -0.13 0.060
Hg -0.81 -0.10 -1.38 1.800
H 1.03 -4.92 -0.08 0.453
C 2.19 -2.97 0.20 -1.427
H 3.17 -3.25 0.55 0.410
C 1.73 -1.68 -0.05 -0.633
H -1.41 -4.70 -1.23 -0.111
C -2.00 1.34 -1.88 -1.413
H -1.32 2.17 -1.85 0.487
H -2.95 1.35 -1.30 0.289
H -1.92 1.20 -2.93 0.331
N -1.37 -2.84 -2.60 0.255
N -2.33 -2.81 -0.26 -0.011
N -1.21 -1.47 -2.76 -0.285
N -2.27 -1.46 -0.05 0.153
C -1.54 -3.43 -3.81 0.111
C -3.28 -3.37 0.52 -0.086
H -1.67 -4.60 -3.88 0.323
H -3.40 -4.44 0.52 0.456
C -1.52 -2.43 -4.77 -1.168
C -3.91 -2.30 1.23 -1.245
C -1.32 -1.21 -4.10 -0.024
C -3.22 -1.12 0.81 -0.535
H -1.62 -2.58 -5.84 0.359
H -4.69 -2.39 1.90 0.465
H -1.26 -0.19 -4.51 0.363
H -3.38 -0.11 1.14 0.660
H 0.60 0.54 -2.09 0.111
C 3.96 2.86 0.97 -1.397
C 2.67 3.67 1.04 -0.615
C 1.39 2.90 1.53 2.242
C 1.57 2.31 2.95 -1.003
C 2.35 1.02 3.10 -1.065
C 0.24 3.91 1.58 -0.457
O 0.31 5.10 1.35 -0.632
N -0.94 3.23 1.87 -0.023
C -1.26 2.00 1.23 0.019
O -2.43 1.68 1.22 -0.707
N -0.28 1.24 0.66 -0.145
C 0.95 1.76 0.56 -0.333
O 1.83 1.36 -0.20 -0.751
H 4.38 2.69 1.96 0.278
H 4.70 3.40 0.36 0.426
H 3.75 1.91 0.48 0.270
H 2.83 4.56 1.68 0.401
H 2.46 4.05 0.03 0.396
H 2.00 3.10 3.60 0.414
H 0.56 2.13 3.32 0.479
H 3.39 1.12 2.75 0.226
H 2.38 0.74 4.16 0.448
H 1.88 0.19 2.55 0.215
H -1.75 3.80 2.06 0.362